1.
C34H32CoN4O3Sb | ωB97M-V/def2-TZVPD

Calculated values
orbital gap (alpha / beta): 7.18 / 6.98 eV
highest occupied orbital energy (alpha / beta): -4.89 / -4.69 eV
ΔE to the lowest compared entry with this formula, charge and spin: 0.0 kcal/mol

ORCA input file:
```
! wB97M-V def2-TZVPD RIJCOSX def2/J DEFGRID3
* xyz -1 2
Co -1.243 3.230 -0.510
N -2.425 1.820 0.447
C -2.216 2.020 1.889
C -1.970 3.509 2.171
O -2.306 3.982 3.265
N -1.412 4.121 1.135
C -1.452 5.560 0.996
C -1.860 5.910 -0.443
O -2.108 7.075 -0.726
O -1.916 4.906 -1.264
H -2.332 0.850 0.175
H -3.352 2.135 0.181
H -3.056 1.695 2.506
H -1.337 1.438 2.177
H -2.142 6.020 1.705
H -0.469 6.018 1.162
C 1.766 2.931 0.647
N 0.770 2.574 -0.363
C 1.175 2.067 -1.471
C 0.207 1.836 -2.500
C 0.287 1.415 -3.832
C -0.995 1.598 -4.365
C -1.784 2.121 -3.331
N -1.062 2.266 -2.212
C 2.133 1.762 1.528
C 3.226 0.955 1.225
C 3.533 -0.149 2.008
C 2.742 -0.464 3.104
C 1.658 0.343 3.423
C 1.362 1.454 2.645
H 1.335 3.725 1.257
H 2.670 3.323 0.169
H 2.233 1.862 -1.654
H 1.167 1.049 -4.341
H -1.320 1.386 -5.373
H -2.816 2.438 -3.370
H 3.840 1.191 0.363
H 4.381 -0.771 1.751
H 2.971 -1.330 3.712
H 1.048 0.111 4.287
H 0.538 2.107 2.908
C -3.204 -3.290 -3.304
C -3.149 -3.804 -2.015
C -2.296 -3.242 -1.073
C -1.481 -2.163 -1.411
C -1.564 -1.636 -2.700
C -2.413 -2.201 -3.642
Sb -0.230 -1.120 -0.011
C -0.406 -2.557 1.576
C -0.816 -2.105 2.828
C -0.952 -2.984 3.898
C -0.673 -4.331 3.725
C -0.265 -4.798 2.481
C -0.135 -3.917 1.416
C 1.659 -1.820 -0.755
C 2.545 -2.554 0.030
C 3.794 -2.916 -0.459
C 4.180 -2.538 -1.737
C 3.309 -1.799 -2.525
C 2.059 -1.442 -2.036
H -3.871 -3.728 -4.036
H -3.776 -4.644 -1.738
H -2.275 -3.653 -0.072
H -0.990 -0.757 -2.975
H -2.466 -1.771 -4.635
H -1.032 -1.052 2.976
H -1.273 -2.613 4.863
H -0.776 -5.018 4.555
H -0.049 -5.850 2.340
H 0.183 -4.293 0.450
H 2.274 -2.838 1.040
H 4.468 -3.489 0.167
H 5.156 -2.815 -2.116
H 3.601 -1.496 -3.523
H 1.393 -0.857 -2.662
*
```

Atom charges from the Mulliken analysis, given in e for atoms 1 to 4: atom 1 (Co): -0.027, atom 2 (N): -0.295, atom 3 (C): 0.894, atom 4 (C): 0.136

=====

2.
C23H33ClF3N5O4 | ωB97M-V/def2-TZVPD

Calculated values
orbital gap: 7.80 eV
highest occupied orbital energy: -8.31 eV
ΔE to the lowest compared entry with this formula, charge and spin: 583.8 kcal/mol

ORCA input file:
```
! wB97M-V def2-TZVPD RIJCOSX def2/J DEFGRID3
* xyz 0 1
O -0.313 0.587 -2.367
C -0.805 -0.162 -1.698
N -0.831 -1.391 -1.787
H -1.426 -2.001 -1.047
C -0.142 -2.404 -2.839
C 1.178 -2.557 -2.066
H 1.768 -3.049 -2.723
H 1.639 -1.479 -1.981
C 1.142 -3.345 -0.964
N 2.421 -3.403 -0.051
C 2.524 -1.927 0.715
H 1.544 -1.769 1.092
C 3.707 -2.544 1.616
H 3.935 -1.357 2.312
O 4.877 -2.777 0.981
C 4.621 -3.969 0.484
C 3.646 -3.906 -0.656
H 3.410 -4.737 -1.159
H 4.059 -2.873 -1.491
H 5.624 -4.123 0.017
H 4.345 -4.763 0.935
H 3.237 -3.043 2.590
H 2.884 -1.176 0.099
H 0.309 -3.008 -0.048
H 1.017 -4.235 -1.418
H -0.004 -1.615 -3.614
H -0.653 -3.359 -2.908
C -1.688 0.598 -0.521
C -3.174 -0.131 -0.156
N -3.236 -1.448 -0.223
C -4.440 -1.828 -0.110
C -5.599 -1.190 0.099
C -5.394 0.259 0.284
C -4.197 0.630 0.002
Cl -4.017 2.402 0.102
H -6.227 1.057 0.525
C -6.891 -1.771 0.291
F -7.567 -1.180 1.753
F -7.740 -1.603 -0.593
F -6.971 -2.958 0.828
H -4.424 -3.095 0.063
H -1.895 1.591 -0.381
C -0.931 0.033 0.756
O -0.781 -1.208 1.151
N -0.327 1.197 1.182
H -0.037 1.983 0.774
C 0.835 0.933 2.362
C 2.167 1.622 1.957
H 2.463 1.409 0.907
H 2.644 1.711 2.760
C 1.819 3.314 1.658
N 0.937 3.571 0.518
C 0.388 4.854 0.593
H 0.963 5.564 0.802
C -0.637 4.877 -0.377
H -1.455 4.228 -0.260
O -0.083 4.867 -1.782
C 0.578 3.729 -1.806
H -0.002 2.967 -1.912
C 1.777 3.491 -0.409
H 2.468 4.218 -0.808
H 2.161 2.525 -0.733
H 1.255 3.815 -2.863
H -1.424 5.873 -0.339
H -0.350 4.680 1.661
H 1.353 3.594 2.638
H 2.765 3.681 1.639
H 1.001 0.108 2.646
H 0.200 1.418 3.297
*
```

Atom charges from the Mulliken analysis, given in e for atoms 1 to 4: atom 1 (O): -0.578, atom 2 (C): -0.249, atom 3 (N): -0.131, atom 4 (H): 0.433

=====

3.
C7H7Br2OP | ωB97M-V/def2-TZVPD

Calculated values
orbital gap (alpha / beta): 7.16 / 3.50 eV
highest occupied orbital energy (alpha / beta): -6.59 / -9.13 eV

ORCA input file:
```
! wB97M-V def2-TZVPD RIJCOSX def2/J DEFGRID3
* xyz 0 3
C 2.141 0.866 -0.998
C 1.095 1.668 -1.426
C 1.929 -0.203 -0.147
C -0.201 1.398 -0.993
C 0.642 -0.513 0.314
C -0.311 0.332 -0.165
C 0.376 -1.663 1.224
O -2.929 -0.427 2.141
P -2.629 -0.170 0.743
Br -3.734 1.630 0.025
Br -3.433 -1.805 -0.553
H 3.145 1.080 -1.333
H 1.268 2.502 -2.088
H 2.753 -0.817 0.186
H -1.043 2.001 -1.296
H -0.668 -1.679 1.532
H 0.602 -2.601 0.719
H 0.998 -1.600 2.117
*
```

Atom charges from the Mulliken analysis, given in e for atoms 1 to 4: atom 1 (C): -0.670, atom 2 (C): -0.381, atom 3 (C): -0.304, atom 4 (C): -0.779

=====

Calculated total energy, record by record: -92048.0884, -60678.0709, -158789.7758 eV